[1]
# C31H23F2FeN7S3

A molecular structure, C31H23F2FeN7S3 (ωB97M-V/def2-TZVPD, the Open Molecules 2025 dataset).

Values from the calculation:
Lowest unoccupied orbital energy (spin up / spin down) = -3.31 / -3.33 eV
Orbital gap (spin up / spin down) = 7.2 / 7.1 eV
Total charge = +1
Energy relative to the best compared isomer or geometry (same formula, charge and spin) = 0.0 kJ/mol
Spin multiplicity = 2
E_HOMO (spin up / spin down) = -10.48 / -10.43 eV
<S²> = 0.797

Last column: Löwdin charge in e.
Atoms and positions in Å:
Fe1 0.09936 -0.61505 -0.46095  0.390
C1 -3.36550 -1.11395 3.94708  -0.387
S1 -3.74420 -1.18912 2.18657  0.876
C2 -2.15397 -1.15921 1.48677  -1.065
S2 -2.09395 -1.34149 -0.21713  0.801
N1 -1.10505 -1.02844 2.24602  -0.022
N2 0.03561 -1.02638 1.46868  -0.121
C3 1.12552 -1.31855 2.06363  -0.062
C4 2.33994 -1.26723 1.25875  -0.265
C5 3.57781 -1.66370 1.73019  0.013
C6 4.67183 -1.55935 0.88695  -0.024
C7 4.48790 -1.05480 -0.38701  -0.020
C8 3.21460 -0.68204 -0.78737  -0.072
N3 2.15249 -0.78195 0.01266  0.048
H1 -4.31308 -0.91869 4.44539  0.036
H2 -2.95325 -2.05565 4.30000  0.042
H3 -2.66893 -0.30545 4.15022  0.029
H4 1.13129 -1.57566 3.11672  0.148
H5 3.67367 -2.04624 2.73683  0.126
H6 5.65350 -1.86462 1.22293  0.121
H7 5.31449 -0.94951 -1.07470  0.117
H8 3.04258 -0.28730 -1.77548  0.114
F1 0.49862 -5.91267 -0.00762  0.085
C9 0.53941 -4.82971 -0.79634  -0.258
C10 0.24103 -3.59986 -0.24600  -0.033
C11 0.28742 -2.46754 -1.05182  -0.188
C12 0.60530 -2.61175 -2.41161  -0.109
C13 0.89845 -3.88148 -2.90804  -0.206
F2 1.23981 -4.02485 -4.20270  0.078
C14 0.87584 -5.01087 -2.12593  0.079
C15 0.68679 -1.36977 -3.18069  -0.183
C16 0.72115 -1.24502 -4.57090  0.020
C17 0.83692 0.01065 -5.12969  -0.031
C18 0.92039 1.12666 -4.30473  -0.039
C19 0.83291 0.93462 -2.94513  -0.127
N4 0.71600 -0.27847 -2.38803  0.014
H9 -0.05646 -3.56538 0.79356  0.113
H10 1.10763 -5.98472 -2.53049  0.139
H11 0.66614 -2.12645 -5.18787  0.116
H12 0.86666 0.12168 -6.20573  0.119
H13 1.03273 2.12431 -4.70368  0.114
H14 0.87154 1.76556 -2.25231  0.114
N5 -1.18143 3.20822 1.20256  0.146
C20 -0.67485 3.20332 2.52482  -0.239
C21 -1.38882 3.79367 3.55135  -0.011
C22 -0.88036 3.76590 4.84410  -0.065
C23 0.32198 3.12627 5.10401  -0.071
C24 1.02019 2.51357 4.07053  -0.087
C25 0.52917 2.57018 2.77715  -0.454
S3 1.45050 1.92044 1.42574  1.025
N6 0.19629 1.51313 0.31819  -0.247
C26 -0.84509 2.27761 0.27732  -0.327
C27 -1.75265 2.17533 -0.91153  -0.204
C28 -2.64700 3.17329 -1.27644  0.007
C29 -3.41894 2.97481 -2.41183  -0.033
C30 -3.26892 1.80175 -3.13165  -0.021
C31 -2.33166 0.87750 -2.69798  -0.127
N7 -1.58643 1.06845 -1.61782  0.009
H15 -2.07509 3.65494 1.08573  0.130
H16 -2.33614 4.27776 3.34453  0.120
H17 -1.43155 4.23945 5.64449  0.112
H18 0.72010 3.10085 6.10887  0.111
H19 1.95744 2.00917 4.27035  0.110
H20 -2.73301 4.10054 -0.72667  0.115
H21 -4.12352 3.73194 -2.72792  0.118
H22 -3.85832 1.60498 -4.01602  0.116
H23 -2.17284 -0.05366 -3.23292  0.123

Forces on atoms 1 to 3 (eV/Å):
0.66 -0.26 0.54
0.00 0.02 0.05
0.06 0.04 0.02

***

[2]
# C31H23N10O2STi

A molecular structure, C31H23N10O2STi (ωB97M-V/def2-TZVPD, the Open Molecules 2025 dataset).

Values from the calculation:
Lowest unoccupied orbital energy (spin up / spin down) = 2.38 / 2.15 eV
Orbital gap (spin up / spin down) = 4.6 / 6.6 eV
Total charge = -1
Energy relative to the best compared isomer or geometry (same formula, charge and spin) = 3.9 kJ/mol
Spin multiplicity = 3
E_HOMO (spin up / spin down) = -2.22 / -4.42 eV
<S²> = 2.022

Last column: Löwdin charge in e.
Atoms and positions in Å:
Ti1 -0.13034 0.14926 0.26384  0.943
N1 -2.33756 3.58366 2.21881  0.070
C1 -2.12002 2.36828 1.65420  -0.888
S1 -1.89413 2.25055 -0.05016  0.622
N2 -2.12787 1.34062 2.48146  0.003
N3 -1.77815 0.22100 1.81736  -0.138
C2 -2.22949 -0.91104 2.20554  -0.081
C3 -1.99715 -2.02785 1.30882  -0.252
C4 -2.53001 -3.28803 1.55581  -0.020
C5 -2.44686 -4.25974 0.58003  -0.064
C6 -1.83303 -3.95182 -0.62417  -0.056
C7 -1.27301 -2.69599 -0.77934  -0.104
N4 -1.33844 -1.75011 0.15670  0.050
H1 -2.56132 4.35006 1.61274  0.069
H2 -2.62255 3.60799 3.18278  0.088
H3 -2.85525 -1.01197 3.08733  0.133
H4 -3.00835 -3.47970 2.50748  0.113
H5 -2.85967 -5.24645 0.75218  0.104
H6 -1.76089 -4.67512 -1.42436  0.097
H7 -0.71072 -2.42710 -1.66981  0.081
C8 3.35004 -1.76128 -1.85304  -0.095
C9 3.25168 -3.10636 -1.46013  -0.102
C10 2.41844 -3.44829 -0.43385  -0.031
C11 1.68099 -2.44711 0.25795  -0.354
N5 1.65633 -1.17837 -0.25618  0.046
C12 2.51294 -0.86325 -1.24152  -0.147
N6 1.07666 -2.80139 1.40944  0.137
C13 0.76813 -1.83648 2.28470  -0.323
N7 0.77867 -0.49158 2.02508  0.002
C14 0.70190 0.20928 3.19676  -0.317
N8 0.87623 1.50992 3.33220  0.142
C15 1.19637 2.28026 2.26650  -0.333
C16 1.68548 3.58022 2.56412  -0.031
C17 2.09702 4.42077 1.57236  -0.096
C18 2.01435 3.99826 0.23939  -0.084
C19 1.49141 2.75602 -0.00345  -0.155
N9 1.08905 1.89841 0.95940  0.022
C20 0.48179 -0.73443 4.26698  -0.114
C21 0.28636 -0.57564 5.63838  -0.029
C22 0.10344 -1.70567 6.41113  -0.113
C23 0.13707 -2.99417 5.83386  -0.115
C24 0.34896 -3.16375 4.48102  -0.037
C25 0.50389 -2.02391 3.68676  -0.121
H8 4.01642 -1.43981 -2.64101  0.092
H9 3.84491 -3.86633 -1.95617  0.094
H10 2.33972 -4.46241 -0.06640  0.100
H11 2.49364 0.17125 -1.56484  0.109
H12 1.72588 3.85558 3.60879  0.100
H13 2.47837 5.40662 1.81433  0.095
H14 2.30869 4.63125 -0.58561  0.094
H15 1.34068 2.42690 -1.02360  0.083
H16 0.27409 0.41691 6.07164  0.106
H17 -0.06322 -1.60869 7.47740  0.085
H18 -0.00044 -3.86105 6.46977  0.085
H19 0.39181 -4.14949 4.03303  0.103
O1 0.70569 1.85292 -3.34877  0.044
C26 0.37277 0.76572 -2.89513  -0.574
O2 0.02283 0.57091 -1.67824  -0.216
C27 0.53380 -0.42998 -3.82730  -0.179
C28 1.07268 -0.19701 -5.08903  -0.003
C29 1.28053 -1.26967 -5.93477  -0.069
C30 0.94252 -2.54309 -5.50046  -0.073
C31 0.39744 -2.67352 -4.23439  -0.135
N10 0.19520 -1.64403 -3.41591  0.120
H20 1.31955 0.81719 -5.36340  0.113
H21 1.70373 -1.11803 -6.92004  0.101
H22 1.09522 -3.41404 -6.12392  0.095
H23 0.11434 -3.64906 -3.84980  0.104

Forces on atoms 1 to 3 (eV/Å):
0.20 0.67 -0.21
-0.06 0.02 -0.03
0.00 -0.08 -0.04

***

[3]
# C31H23N5O3S5V

A molecular structure, C31H23N5O3S5V at a distorted geometry (ωB97M-V/def2-TZVPD, the Open Molecules 2025 dataset).

Values from the calculation:
Lowest unoccupied orbital energy (spin up / spin down) = 4.20 / 4.20 eV
Orbital gap (spin up / spin down) = 4.2 / 5.5 eV
Total charge = -2
Energy relative to the best compared isomer or geometry (same formula, charge and spin) = 223.0 kJ/mol
Spin multiplicity = 4
E_HOMO (spin up / spin down) = 0.05 / -1.25 eV
<S²> = 3.784

Last column: Löwdin charge in e.
Atoms and positions in Å:
V1 0.71619 0.66206 -1.28197  0.367
S1 4.97608 2.10658 -1.48023  0.912
C1 5.12547 0.38898 -1.55184  -0.470
C2 3.90696 -0.21716 -1.53577  -0.218
C3 2.76303 0.69982 -1.45130  -0.270
C4 3.23431 1.99959 -1.42402  -0.533
C5 2.28884 3.10237 -1.52629  -0.283
C6 2.61479 4.44479 -1.71624  -0.067
C7 1.63576 5.37283 -2.01305  -0.113
C8 0.30091 4.92114 -2.11950  -0.108
C9 0.01507 3.60229 -1.88496  -0.156
N1 0.97098 2.65186 -1.55805  -0.061
H1 6.11556 -0.06358 -1.61219  0.045
H2 3.79543 -1.30060 -1.58694  0.092
H3 3.66038 4.73654 -1.64442  0.089
H4 1.89103 6.41910 -2.17708  0.083
H5 -0.51025 5.60240 -2.37410  0.087
H6 -0.99321 3.23132 -1.94749  0.058
C10 -3.04079 3.41829 1.52407  -0.055
N2 -2.26900 2.38227 2.21724  -0.130
C11 -2.82166 1.19388 2.70468  -0.072
C12 -1.82390 0.37476 3.01258  -0.086
N3 -0.63252 1.04448 2.67057  0.012
C13 -0.89381 2.33100 2.20456  -0.771
S2 0.18196 3.57942 1.89635  0.578
C14 0.64997 0.39305 2.66817  -0.302
C15 0.99331 -0.36297 3.77763  -0.006
C16 2.22679 -1.00132 3.78285  -0.079
C17 3.05339 -0.85757 2.70849  -0.051
C18 2.59480 -0.10267 1.63361  -0.071
N4 1.40307 0.49614 1.62157  0.166
H7 -3.94536 3.63589 2.09669  0.079
H8 -3.29464 3.07239 0.52253  0.059
H9 -2.42234 4.30779 1.44988  0.046
H10 -3.89143 1.04012 2.77462  0.120
H11 -1.83198 -0.64477 3.37918  0.088
H12 0.31230 -0.43266 4.61927  0.109
H13 2.52733 -1.60136 4.63503  0.102
H14 4.03229 -1.32111 2.67306  0.107
H15 3.18994 0.02290 0.72911  0.090
S3 -1.81256 0.82291 -0.85892  0.578
C19 -2.33345 -0.23921 -2.20195  -0.654
C20 -3.60860 -0.84410 -2.18067  -0.158
C21 -4.06204 -1.68842 -3.19661  -0.153
C22 -3.22235 -1.96015 -4.27169  -0.150
C23 -1.96336 -1.36474 -4.32222  -0.151
C24 -1.49458 -0.48203 -3.32431  -0.668
S4 0.07384 0.33246 -3.53325  0.579
H16 -4.24583 -0.63809 -1.32531  0.074
H17 -5.05229 -2.13836 -3.13742  0.075
H18 -3.53766 -2.63736 -5.05906  0.076
H19 -1.29783 -1.57556 -5.15399  0.080
O1 0.72220 -5.63056 -1.26788  -0.323
S5 1.31338 -4.64398 -0.40646  0.598
O2 2.48583 -5.03868 0.33092  -0.335
N5 1.49884 -3.21064 -1.11564  -0.014
C25 0.70454 -2.29644 -0.56762  -0.424
O3 0.64119 -1.06582 -0.83006  -0.198
C26 -0.17580 -2.81897 0.53634  -0.127
C27 -1.13396 -2.13993 1.23904  -0.006
C28 -1.81842 -2.83803 2.24307  -0.081
C29 -1.54235 -4.17846 2.49598  -0.096
C30 -0.59668 -4.85751 1.74544  -0.047
C31 0.07472 -4.13958 0.76362  -0.214
H20 -1.35625 -1.10424 0.97229  0.061
H21 -2.58790 -2.33658 2.82404  0.087
H22 -2.08355 -4.70162 3.27557  0.092
H23 -0.39417 -5.91465 1.91045  0.113

Forces on atoms 1 to 3 (eV/Å):
-0.73 3.15 -0.65
0.18 0.31 0.02
-0.03 -0.01 -0.01

***

Which of these has the lowest energy relative to the best compared isomer or geometry (same formula, charge and spin)? C31H23F2FeN7S3